ORCA calculation (ωB97M-V/def2-TZVPD) on a molecular structure, C24H56AlCl6N3O18PS3 at a distorted geometry.

## Properties
Molar mass: 1041.59 g mol⁻¹
Multiplicity: 1
Calculated total energy: -190637.18245 eV
E_LUMO: 0.14 eV
HOMO-LUMO gap: 2.6 eV
HOMO level: -2.5 eV
Net charge: -1

Last column: Löwdin charge in e.
Positions of all 112 atoms, in Å:
C1 8.2865 1.7862 0.2572  -0.0434
C2 7.1991 1.4248 -0.7518  -0.4276
O1 7.3676 2.2754 -1.8841  -0.0323
C3 5.7759 1.4807 -0.1954  -0.1862
N1 5.3786 2.8182 0.2522  -0.0307
C4 4.1330 2.7997 1.0274  -0.2001
C5 3.2763 4.0164 0.6809  -0.1794
O2 3.0550 4.1094 -0.7328  -0.2029
O3 2.4259 2.8979 -1.1460  -0.2943
S1 0.8488 3.3987 -1.5144  0.9823
O4 0.8275 3.6019 -2.9281  -0.3276
O5 0.2465 1.8945 -1.4783  -0.3572
C6 -0.5970 1.4797 -0.4051  -0.2075
C7 -0.0757 0.1571 0.1881  -0.2258
C8 1.3312 -0.1829 -0.3252  -0.4224
S2 1.4934 -1.9779 -0.7171  0.5470
H1 8.0739 2.7120 0.7996  0.0699
H2 9.2272 1.9314 -0.2813  0.0813
H3 8.4230 0.9749 0.9823  0.0788
H4 7.3664 0.3775 -1.0564  0.1271
H5 6.9894 1.8527 -2.6601  0.0943
H6 5.6709 0.7107 0.5906  0.1124
H7 5.0911 1.2071 -1.0131  0.1282
H8 6.0999 3.1605 0.8794  0.0951
H9 3.5678 1.9051 0.7515  0.0905
H10 4.2990 2.7423 2.1136  0.1251
H11 3.7607 4.9500 0.9812  0.1285
H12 2.3034 3.9662 1.1971  0.1249
H13 -1.5671 1.2809 -0.8689  0.1304
H14 -0.7626 2.2759 0.3298  0.1192
H15 -0.7835 -0.6386 -0.0550  0.0815
H16 -0.0411 0.1685 1.2815  0.0631
H17 2.0952 0.0096 0.4284  0.0731
H18 1.5567 0.2987 -1.2769  0.0798
H19 0.5809 -2.5304 0.1018  -0.1320
O6 5.3956 -1.7737 1.9548  0.0856
C9 6.1031 -2.5039 1.3126  -0.5288
O7 6.1735 -2.3189 -0.0221  -0.0127
C10 7.1052 -3.0147 -0.8590  -0.2346
C11 6.5756 -4.3625 -1.3005  -0.0566
C12 6.8332 -3.6656 1.9431  0.0013
H20 8.0763 -3.0935 -0.3685  0.1135
H21 7.2376 -2.3615 -1.7205  0.1214
H22 6.4208 -5.0314 -0.4531  0.0672
H23 7.2763 -4.8362 -1.9885  0.0846
H24 5.6184 -4.2403 -1.8079  0.0818
H25 6.1433 -4.5079 1.9771  0.0284
H26 7.0907 -3.3899 2.9627  0.0839
H27 7.7449 -3.9680 1.4347  0.0752
C13 3.9695 -5.7160 3.9295  -2.0534
Cl1 3.1139 -4.5027 2.9777  0.5295
Cl2 4.8703 -6.7719 2.8311  0.5317
Cl3 5.0974 -4.9058 5.0191  0.5421
Cl4 2.8259 -6.6768 4.8694  0.5293
Al1 1.1617 -3.2714 -2.7890  0.6879
O8 -0.6254 1.9364 -4.9698  -0.3999
H28 -0.5664 2.4246 -4.1461  -0.1891
C14 1.6450 7.6559 -1.0410  -0.1538
O9 2.6870 6.9724 -0.3592  -0.1334
H29 1.5973 8.6645 -0.6342  0.0729
H30 1.8411 7.7182 -2.1139  0.0820
H31 0.6770 7.1704 -0.8871  0.0749
H32 2.7297 6.0779 -0.7192  0.0316
C15 -3.7793 1.4208 -7.8289  -0.1722
C16 -3.4135 1.3100 -6.3542  -0.1926
C17 -4.2366 2.4300 -5.7496  -0.2061
O10 -5.4268 2.5603 -6.5593  -0.1754
C18 -5.2539 1.7988 -7.7586  -0.2338
H33 -3.5963 0.5050 -8.3884  0.1077
H34 -3.2025 2.2227 -8.2957  0.1153
H35 -3.7401 0.3428 -5.9625  0.1081
H36 -2.3483 1.4219 -6.1463  0.0594
H37 -3.6900 3.3781 -5.7793  0.1116
H38 -4.5357 2.2363 -4.7169  0.1025
H39 -5.8879 0.9036 -7.7005  0.1035
H40 -5.5898 2.4018 -8.6074  0.1013
C19 -4.3902 -0.2119 2.1825  -0.6757
O11 -3.4523 0.3002 2.7834  -0.0017
N2 -4.1940 -0.9486 1.0517  0.1427
N3 -5.6752 -0.1070 2.6094  0.1640
H41 -4.9288 -1.4277 0.5664  0.0996
H42 -3.2577 -1.0329 0.7109  0.0471
H43 -5.8537 0.4184 3.4463  0.0933
H44 -6.4532 -0.5133 2.1255  0.0946
O12 1.1529 -0.9831 -7.0073  -0.2713
P1 -0.2940 -1.0703 -7.4861  -0.1544
O13 -1.2409 -1.0142 -6.2906  -0.2146
O14 -0.4884 -2.4054 -8.2062  -0.2613
O15 -0.6053 0.0768 -8.4411  -0.2147
O16 -8.2454 -0.1188 4.5640  -0.2879
S3 -9.2162 -0.1433 5.6186  0.5697
O17 -8.7995 0.1118 6.9619  -0.2687
O18 -9.9931 -1.5282 5.5543  -0.2631
C20 -9.1992 -2.7371 5.5405  -0.2490
C21 -8.6400 -3.0875 6.9031  -0.0727
C22 -10.5698 0.9002 5.2125  -0.1185
H45 -8.4103 -2.6364 4.7937  0.1120
H46 -9.8867 -3.5068 5.1952  0.1218
H47 -7.9007 -2.3583 7.2308  0.0720
H48 -8.1627 -4.0671 6.8589  0.0815
H49 -9.4353 -3.1142 7.6479  0.0852
H50 -10.8927 0.6797 4.1990  0.0769
H51 -10.2070 1.9233 5.2860  0.0793
H52 -11.3674 0.7273 5.9300  0.0766
Cl5 0.2988 -1.8086 2.9827  0.5847
C23 -1.3706 -2.1055 3.5644  -0.6073
C24 -1.8705 -3.4525 3.0909  -0.6226
Cl6 -2.1856 -3.4246 1.3339  0.5740
H53 -2.0101 -1.2903 3.2239  0.0352
H54 -1.3200 -2.0864 4.6517  0.0777
H55 -2.8213 -3.6909 3.5644  0.0749
H56 -1.1555 -4.2417 3.3092  0.0651



ORCA calculation (ωB97M-V/def2-TZVPD) on 4 unconnected molecules or ions with the total composition C24H56B2NO10P at a distorted geometry.

## Properties
Molar mass: 571.31 g mol⁻¹
Multiplicity: 1
Calculated total energy: -58392.36826 eV
E_LUMO: 0.38 eV
HOMO-LUMO gap: 8.0 eV
HOMO level: -7.7 eV
Net charge: 0
SMILES: C#CCOC[C@H](N(B(O)CC)B(O)OC)P(CC)CC.COCCOC.COCCOC.COCCOC

Last column: Löwdin charge in e.
Positions of all 94 atoms, in Å:
C1 -3.4277 1.2449 2.8336  0.0458
C2 -2.1508 0.6070 2.8515  -0.0335
C3 -0.6450 -0.0486 3.1703  -0.1864
O1 -0.4719 -1.2842 2.3919  -0.1999
C4 0.5977 -1.1139 1.3520  -0.1789
C5 0.2257 -0.0909 0.1537  -0.4013
N1 -0.5441 -0.5785 -1.0171  0.0829
B1 -1.2313 -1.9060 -0.8716  -0.4463
O2 -2.6482 -2.1652 -0.5478  0.0578
C6 -0.2898 -3.2648 -1.1589  -0.1648
C7 -0.7463 -4.1018 -2.4926  -0.1316
B2 -1.6835 0.4046 -1.3830  -0.5194
O3 -1.7695 0.8411 -2.7897  0.0530
O4 -2.7086 0.8734 -0.4073  -0.0740
C8 -3.7808 1.6322 -1.0691  -0.0951
P1 1.9312 0.5456 -0.5473  0.9606
C9 1.6838 2.0065 -1.7502  -0.4443
C10 0.6674 3.1810 -1.2229  -0.1601
C11 2.6817 -0.8636 -1.6531  -0.4213
C12 4.0766 -0.3874 -2.4191  -0.1821
H1 -4.4944 1.7746 2.8874  0.0555
H2 -0.6333 -0.3331 4.3156  0.1273
H3 0.1202 0.8027 2.9150  0.1325
H4 1.0606 -2.1587 1.0161  0.1435
H5 1.4896 -0.6001 1.9618  0.1208
H6 -0.2926 0.9002 0.5720  0.1230
H7 -3.0335 -2.6131 -1.3737  0.1179
H8 -0.4018 -3.9659 -0.2068  0.1174
H9 0.8566 -2.9369 -1.1688  0.0750
H10 -0.1002 -3.8327 -3.4349  0.0830
H11 -1.8985 -3.9955 -2.6725  0.0713
H12 -0.5158 -5.2483 -2.2604  0.0863
H13 -1.6821 1.8332 -2.8939  0.0921
H14 -4.5598 1.9335 -0.2168  0.1135
H15 -3.3477 2.6190 -1.5341  0.1031
H16 -4.3504 0.9445 -1.8357  0.1195
H17 2.7521 2.5228 -1.8733  0.0832
H18 1.4246 1.5759 -2.8184  0.0886
H19 0.2536 2.9141 -0.1596  0.0691
H20 -0.2324 3.2143 -2.0034  0.0708
H21 1.1949 4.2457 -1.2574  0.0898
H22 1.8700 -1.1518 -2.4780  0.0895
H23 2.9441 -1.8340 -1.0304  0.0631
H24 3.9649 0.6383 -2.9927  0.0643
H25 4.8837 -0.2466 -1.5662  0.0787
H26 4.4652 -1.2197 -3.1603  0.0749
C13 2.3354 1.5642 9.5870  -0.1117
O5 0.9278 1.3798 9.4796  -0.1966
C14 0.3419 2.2367 8.4950  -0.1939
C15 0.0549 1.4763 7.1957  -0.1968
O6 1.2684 1.0688 6.5559  -0.2042
C16 1.5610 -0.3068 6.7787  -0.1095
H27 2.7478 0.7343 10.1669  0.0892
H28 2.8213 1.5770 8.6077  0.0826
H29 2.5451 2.5012 10.1145  0.0871
H30 0.9770 3.1112 8.3086  0.1250
H31 -0.6071 2.5940 8.9085  0.1226
H32 -0.4634 2.1482 6.5036  0.1225
H33 -0.5978 0.6146 7.3804  0.1260
H34 0.9038 -0.9274 6.1627  0.0745
H35 1.4514 -0.5841 7.8310  0.0853
H36 2.5965 -0.4892 6.4800  0.0911
C17 5.7319 -6.5147 -3.8077  -0.1110
O7 6.4112 -6.4152 -2.5606  -0.1963
C18 7.1041 -5.1716 -2.4179  -0.1937
C19 6.3258 -4.2007 -1.5232  -0.1890
O8 5.1019 -3.7938 -2.1432  -0.2120
C20 3.9741 -4.4876 -1.6196  -0.1147
H37 5.0426 -7.3618 -3.7574  0.0895
H38 5.1559 -5.6129 -4.0319  0.0822
H39 6.4568 -6.6974 -4.6086  0.0873
H40 7.3129 -4.7246 -3.3974  0.1247
H41 8.0638 -5.3951 -1.9402  0.1224
H42 6.9284 -3.2979 -1.3783  0.1230
H43 6.1365 -4.6409 -0.5367  0.1262
H44 3.7266 -4.0936 -0.6296  0.0805
H45 4.1495 -5.5652 -1.5550  0.0864
H46 3.1261 -4.3156 -2.2874  0.0868
C21 -7.4437 3.4065 -2.5963  -0.1055
O9 -6.0334 3.5895 -2.6630  -0.2100
C22 -5.5163 3.3465 -3.9748  -0.1936
C23 -5.2367 4.6594 -4.7144  -0.1920
O10 -6.4505 5.3635 -4.9953  -0.1951
C24 -6.6758 6.4360 -4.0861  -0.1106
H47 -7.8013 3.8300 -1.6540  0.0900
H48 -7.9597 3.9084 -3.4191  0.0840
H49 -7.6775 2.3363 -2.6128  0.0883
H50 -6.1944 2.7055 -4.5509  0.1281
H51 -4.5714 2.8074 -3.8494  0.1094
H52 -4.7700 4.4266 -5.6773  0.1231
H53 -4.5416 5.2900 -4.1472  0.1245
H54 -6.0116 7.2703 -4.3293  0.0866
H55 -6.5216 6.1317 -3.0470  0.0829
H56 -7.7111 6.7680 -4.1983  0.0896



Q: Look up the HOMO level of the first one.
A: -2.5 eV



Q: Which of these has the lowest E_LUMO?
A: C24H56AlCl6N3O18PS3



Q: Among the records above, which one has the lowest net charge?
A: C24H56AlCl6N3O18PS3